<i>
Computed, not measured: a single C6H14O molecule, with ωB97M-V/def2-TZVPD.

ORCA input file:
```
! RIJCOSX wB97M-V def2-TZVPD def2/J DEFGRID3
* xyz 0 1
C -3.0166 -0.7943 -0.7543
C -2.3069 -0.2056 0.4627
C -1.0809 0.6384 0.0634
C 0.1954 0.3200 0.8542
C 1.4279 0.4305 -0.0224
O 2.5486 -0.0042 0.7052
C 3.6832 -0.1284 -0.1075
H -3.8839 -1.3989 -0.4702
H -2.3322 -1.4364 -1.3224
H -3.3580 -0.0032 -1.4318
H -3.0082 0.3995 1.0485
H -1.9930 -1.0254 1.1215
H -0.8784 0.4685 -1.0049
H -1.3150 1.7066 0.1487
H 0.1664 -0.7058 1.2417
H 0.3056 0.9766 1.7245
H 1.2915 -0.2015 -0.9188
H 1.5698 1.4665 -0.3800
H 3.5112 -0.8447 -0.9278
H 4.4987 -0.4952 0.5198
H 3.9749 0.8372 -0.5499
*
```

- SMILES string: CCCCCOC
- Orbital gap: 10.9 eV

<ii>
Computed, not measured: 2 unconnected molecules or ions with the total composition C6H14O, with ωB97M-V/def2-TZVPD.

ORCA input file:
```
! RIJCOSX wB97M-V def2-TZVPD def2/J DEFGRID3
* xyz 0 1
C -1.2994 2.4417 1.2642
C -0.4839 2.0626 0.0510
C -0.1690 0.6218 -0.2707
C 1.1178 0.2257 -0.2038
C -1.2901 -0.2404 -0.8412
C -2.3238 -0.7197 0.1589
H -0.6664 2.2733 2.1419
H -1.5569 3.5060 1.1698
H -2.2012 1.8608 1.5133
H 0.5019 2.5234 0.1739
H -1.0214 2.4384 -0.8902
H 1.3700 -0.8083 -0.5358
H 1.8944 0.8765 0.1150
H -0.9056 -1.1164 -1.4090
H -1.7441 0.3848 -1.5835
H -2.7199 0.0949 0.7803
H -3.1471 -1.1605 -0.3632
H -1.8349 -1.4312 0.8730
H 3.2552 -2.9208 -0.1961
H 3.6501 -4.3046 -0.7844
O 3.9770 -3.5708 -0.2444
*
```

- SMILES string: C=C(CC)CC.O
- Orbital gap: 10.1 eV

Result of the stability comparison: <i> is the most stable of them.

<i>
Computed, not measured: a molecular structure, C6H14O, with ωB97M-V/def2-TZVPD.

ORCA input file:
```
! RIJCOSX wB97M-V def2-TZVPD def2/J DEFGRID3
* xyz 0 1
C -0.7513 -0.6098 -0.6964
C -1.8844 -0.3407 0.2873
C -1.7851 1.1384 0.6268
C -0.3281 1.3977 0.9522
C 0.4522 0.8454 -0.2147
O 1.6428 -1.1789 0.4945
C 2.5399 -1.3174 -0.5726
H -0.6380 -1.7239 -0.7764
H 0.7705 -1.0386 0.0855
H -0.9992 -0.3176 -1.7165
H -2.8793 -0.5897 -0.1088
H -1.7601 -0.9493 1.1954
H -2.0269 1.7136 -0.2777
H -2.4594 1.4343 1.4274
H -0.0242 0.8781 1.8751
H -0.1233 2.4631 1.1165
H 0.3372 1.3637 -1.1541
H 1.5345 0.9254 0.0385
H 2.0711 -1.1675 -1.5616
H 2.9427 -2.3301 -0.5293
H 3.3681 -0.5961 -0.4911
*
```

- Orbital gap: 10.4 eV

<ii>
Computed, not measured: 2 unconnected molecules or ions with the total composition C6H14O, with ωB97M-V/def2-TZVPD.

ORCA input file:
```
! RIJCOSX wB97M-V def2-TZVPD def2/J DEFGRID3
* xyz 0 1
C 2.2439 -1.0638 1.6267
C 1.0215 -1.3214 0.7821
C -0.0776 -0.2746 0.9137
C -0.2295 0.4795 1.9860
C -1.0308 -0.2703 -0.2474
C -2.1570 0.7464 -0.1729
H 2.6471 -0.0641 1.4822
H 3.0221 -1.8186 1.5009
H 2.0462 -1.1044 2.6991
H 1.3166 -1.3455 -0.2735
H 0.5685 -2.2695 1.0965
H 0.4658 0.4038 2.8096
H -1.0516 1.1643 2.0886
H -1.4680 -1.2662 -0.3625
H -0.4435 -0.1036 -1.1508
H -2.7636 0.6719 0.7293
H -2.8288 0.6652 -1.0322
H -1.7686 1.7703 -0.2040
H -0.4257 1.9239 -4.3147
H 0.4235 1.3795 -5.4345
O 0.4894 1.6975 -4.5223
*
```

- SMILES string: C=C(CC)CC.O
- Orbital gap: 10.0 eV

<iii>
Computed, not measured: 3 unconnected molecules or ions with the total composition C6H14O, with ωB97M-V/def2-TZVPD.

ORCA input file:
```
! RIJCOSX wB97M-V def2-TZVPD def2/J DEFGRID3
* xyz 0 1
C 0.2905 0.7337 -2.8483
O -0.5902 -1.7687 -1.5076
C -1.3174 -1.3206 -0.6589
C 0.3048 0.2974 1.2335
C -0.8152 0.1490 2.2297
C 1.3458 -0.7967 1.1871
C 0.4410 1.4166 0.5248
H 0.6317 1.7063 -3.2049
H -0.7383 0.5609 -3.1750
H 0.9356 -0.0602 -3.2345
H -1.4731 -1.8462 0.3040
H -1.8547 -0.3568 -0.7701
H -1.6524 0.8170 1.9990
H -0.4367 0.4190 3.2245
H -1.1877 -0.8787 2.3028
H 1.8153 -0.8639 0.1999
H 0.9206 -1.7781 1.4262
H 2.1311 -0.5898 1.9247
H 0.3195 0.7303 -1.7602
H 1.3254 1.5930 -0.0849
H -0.2870 2.2247 0.5770
*
```

- SMILES string: C=C(C)C.C=O.C
- Orbital gap: 10.2 eV

Result of the stability comparison: <ii> is the most stable of them.

<i>
Computed, not measured: 2 unconnected molecules or ions with the total composition C6H14O, with ωB97M-V/def2-TZVPD.

ORCA input file:
```
! RIJCOSX wB97M-V def2-TZVPD def2/J DEFGRID3
* xyz 0 1
C -1.3701 -1.3697 -0.7538
C -0.6152 -1.2975 0.5485
C -2.4171 1.7552 0.6353
C 0.6403 -0.8783 0.7060
C 1.5323 -0.3747 -0.3975
C 2.3555 0.8261 0.0601
O 2.3798 -1.4557 -0.7761
H -2.1741 -2.1091 -0.6945
H -0.7165 -1.6502 -1.5847
H -1.8359 -0.4068 -0.9984
H -1.1577 -1.6230 1.4363
H -3.2105 1.0139 0.7691
H -2.4234 2.1118 -0.3990
H -2.5896 2.5964 1.3113
H 1.0872 -0.8976 1.7006
H -1.4515 1.2919 0.8591
H 0.9084 -0.0713 -1.2536
H 2.9807 0.5526 0.9169
H 1.7090 1.6598 0.3528
H 3.0138 1.1798 -0.7425
H 3.0090 -1.1187 -1.4267
*
```

- SMILES string: C/C=C\[C@@H](C)O.C
- Orbital gap: 10.4 eV

<ii>
Computed, not measured: 2 unconnected molecules or ions with the total composition C6H14O, with ωB97M-V/def2-TZVPD.

ORCA input file:
```
! RIJCOSX wB97M-V def2-TZVPD def2/J DEFGRID3
* xyz 0 1
C -0.1454 0.3829 1.2860
C 1.0864 0.0070 0.4482
C 1.1901 0.3528 -0.9905
C 0.0473 -0.1101 -1.9040
C 0.3213 -0.9684 -2.8906
C -0.7060 -1.5962 -3.7884
H -1.0654 -0.0610 0.9281
H 0.0754 0.0125 2.2909
H -0.1730 1.4681 1.4573
H 1.9213 0.4159 1.0473
H 1.2341 -1.0803 0.5760
H 1.4389 1.3842 -1.2571
H 2.1106 -0.0224 -1.4487
H -0.8118 0.5340 -2.0736
H 1.3666 -1.1246 -3.1814
H -1.6522 -1.1228 -3.4888
H -0.4167 -1.4048 -4.8197
H -0.8416 -2.6409 -3.4918
H -2.0117 0.9130 5.9910
H -1.5755 2.4009 6.1404
O -1.2400 1.4928 6.0848
*
```

- SMILES string: C/C=C/CCC.O
- Orbital gap: 9.9 eV

<iii>
Computed, not measured: 2 unconnected molecules or ions with the total composition C6H14O, with ωB97M-V/def2-TZVPD.

ORCA input file:
```
! RIJCOSX wB97M-V def2-TZVPD def2/J DEFGRID3
* xyz 0 1
C -1.9403 -0.9358 -0.4832
C -0.7220 -1.1005 0.4873
C -0.1416 0.2561 0.6000
C -1.1695 1.2934 0.0610
C -2.4333 0.4724 -0.2471
C 2.8184 -0.6140 -0.1410
H -1.5167 -1.0843 -1.5146
H -2.5961 -1.8147 -0.4336
H -0.0019 -1.7870 -0.0285
H -0.9293 -1.6063 1.3731
H 0.8647 0.3528 0.0390
H 0.0682 0.4517 1.7116
H -0.8810 1.8465 -0.9337
H -1.4147 2.1550 0.6664
H -3.1005 0.9660 -0.8878
H -3.1177 0.3750 0.6049
H 3.5881 1.1438 -0.6155
H 1.7772 -1.0445 0.0954
H 3.0915 -1.0564 -1.1655
H 3.5824 -1.0901 0.4648
O 2.7645 0.7455 -0.1297
*
```

- SMILES string: C1CCCC1.CO
- Orbital gap: 11.0 eV

Result of the stability comparison: <i> is the most stable of them.

<i>
Computed, not measured: a molecular structure, C3H4N3, with ωB97M-V/def2-TZVPD.

ORCA input file:
```
! RIJCOSX wB97M-V def2-TZVPD def2/J DEFGRID3
* xyz 1 1
C 1.8771 -0.5855 0.3239
C 0.1936 -0.2103 -0.5706
C -1.3204 0.0681 0.3534
N 2.1054 0.8027 0.2669
N 1.0602 1.0470 -0.2389
N 0.8973 -1.2565 -0.0755
H -0.1018 -0.3493 -1.5171
H -2.0083 -0.1726 -0.3480
H -1.3961 1.1243 0.5328
H -1.3068 -0.4679 1.2731
*
```

- Orbital gap: 8.5 eV

<ii>
Computed, not measured: a gas-phase ion, C3H4N3 (charge +1), with ωB97M-V/def2-TZVPD.

ORCA input file:
```
! RIJCOSX wB97M-V def2-TZVPD def2/J DEFGRID3
* xyz 1 1
C -0.0217 1.1207 -0.0513
C 0.4440 -1.0958 0.0808
C -1.4842 0.7866 0.0119
N -0.5437 -0.2211 0.2810
N 1.1569 1.3981 -0.0860
N 1.6309 -0.7082 -0.0366
H 0.0866 -2.1444 0.3597
H -2.1154 1.2229 0.6988
H -1.6959 0.9011 -0.9829
H 2.5425 -1.2600 -0.2753
*
```

- Orbital gap: 9.0 eV

Result of the stability comparison: <ii> is the most stable of them.

<i>
Computed, not measured: a gas-phase ion, C5H11N3 (charge +2), with ωB97M-V/def2-TZVPD.

ORCA input file:
```
! RIJCOSX wB97M-V def2-TZVPD def2/J DEFGRID3
* xyz 2 1
C 2.0887 0.2911 -0.0259
C -0.1566 -0.4015 -1.0080
C -0.2933 0.1474 0.3333
C -0.9812 -0.8568 1.3834
C -0.9871 1.5281 0.2292
N 1.1186 0.2783 0.8630
N 1.9374 -0.1426 -1.2164
N -0.6743 -1.2235 -1.7738
H 3.1067 0.9026 0.2426
H -0.7330 -1.8844 1.1211
H -2.0667 -0.8329 1.3990
H -0.7992 -0.5890 2.4467
H -0.6862 2.0025 1.1337
H -2.0689 1.6061 0.0146
H -0.6218 2.1472 -0.5856
H 1.2724 0.3739 1.8263
H 2.5738 -0.1767 -1.9935
H -1.6466 -1.6317 -1.7125
H -0.3828 -1.5382 -2.6771
*
```

- Orbital gap (alpha / beta): 8.6 / 8.6 eV

<ii>
Computed, not measured: a gas-phase ion, C5H11N3 (charge +2), with ωB97M-V/def2-TZVPD.

ORCA input file:
```
! RIJCOSX wB97M-V def2-TZVPD def2/J DEFGRID3
* xyz 2 1
C -1.0274 2.1050 -0.8530
C 0.2015 1.7423 -0.2480
C -1.9262 0.0132 -1.6405
C 0.2070 -1.9444 0.8255
C -0.4895 -0.5799 0.5799
N -1.7032 1.1623 -1.4759
N 0.5092 0.5026 0.1365
N 1.8154 0.0380 0.3584
H -1.2241 3.1967 -1.0637
H 0.8218 2.4921 0.1370
H -2.4737 -0.7098 -2.1695
H 0.8296 -2.4073 0.0128
H 0.9291 -1.8134 1.5453
H -0.6274 -2.6303 1.0695
H -0.8899 -0.2821 1.5603
H -1.1667 -0.6130 -0.1894
H 1.8702 -0.1777 1.4111
H 2.4211 0.7488 0.1418
H 1.9232 -0.8432 -0.1383
*
```

- SMILES string: C#[N+]/C=C\N([NH3+])CC
- Orbital gap: 8.5 eV

Result of the stability comparison: <i> is the most stable of them.

<i>
Computed, not measured: a single C4H5NS2 molecule, with ωB97M-V/def2-TZVPD.

ORCA input file:
```
! RIJCOSX wB97M-V def2-TZVPD def2/J DEFGRID3
* xyz 0 1
C 1.1206 -0.1504 0.1171
C 0.6192 1.1601 0.1315
C -0.6893 1.0849 0.0272
C 0.1107 -1.0937 -0.0241
H 2.9120 -0.3012 -1.2114
H 1.2675 2.0918 -0.1146
H -1.4636 1.8891 -0.1013
H -2.9966 -0.8254 1.3232
H 0.1240 -2.2442 -0.2572
N -1.0848 -0.2707 -0.0132
S 2.8234 -0.6770 0.1312
S -2.7431 -0.6633 -0.0084
*
```

- SMILES string: Sc1ccn(S)c1
- Orbital gap: 9.4 eV

<ii>
Computed, not measured: a single C4H5NS2 molecule, with ωB97M-V/def2-TZVPD.

ORCA input file:
```
! RIJCOSX wB97M-V def2-TZVPD def2/J DEFGRID3
* xyz 0 1
C -1.5164 -1.1595 0.0354
C -2.3869 0.0626 -0.0829
C -1.5810 1.1572 -0.0165
C -0.1219 0.7112 0.0084
H 2.0551 -0.4213 0.9097
H -1.7682 -1.4756 1.1408
H -1.8457 -1.9905 -0.6112
H -3.4279 -0.0453 -0.1174
H -1.7126 2.2348 -0.0210
N -0.1374 -0.6773 0.1119
S 1.3472 -1.5393 -0.0915
S 1.2340 1.6525 -0.0179
*
```

- SMILES string: S=C1C=CCN1S
- Orbital gap: 8.6 eV

Result of the stability comparison: <i> is the most stable of them.